[1]
Entry from the Open Molecules 2025 dataset: a cluster of 6 separate species, C29H48BrN2O7 in total (wB97M-V/def2-TZVPD).

```
87
Properties=species:S:1:pos:R:3:mulliken_charge:R:1
C 2.54600 -3.26254 1.62579 -1.209
C 1.19693 -3.91291 1.31597 -0.089
O 1.42209 -4.97062 0.37997 -0.617
C 0.16621 -2.95746 0.69264 -1.573
C -0.70044 -2.10818 1.63177 3.079
C -2.12573 -2.62769 1.73872 -0.561
C -3.26588 -1.87013 1.50738 -0.604
C -4.53479 -2.42826 1.65489 -0.771
C -4.59418 -3.77038 2.00997 -0.495
C -3.39780 -4.45846 2.20482 -0.499
N -2.18928 -3.91989 2.08911 -0.346
C -0.19633 -2.12033 3.10610 -1.524
N -0.81553 -0.89173 3.63459 0.142
C -1.04550 -0.03908 2.71774 -0.700
C -0.63997 -0.58271 1.38961 0.129
C 0.72985 -0.00147 1.05829 -1.518
C 0.91805 0.16364 -0.41964 0.665
O 0.07799 0.13586 -1.23020 -0.459
Br 2.76299 0.48335 -0.87738 -0.153
H 3.31244 -4.01968 1.51192 0.468
H 2.63353 -2.89412 2.64693 0.359
H 2.77845 -2.45199 0.93735 0.193
H 0.79533 -4.41991 2.18682 0.416
H 1.57258 -4.58786 -0.49013 0.382
H 0.70552 -2.33302 -0.01699 0.847
H -0.48817 -3.58265 0.09474 0.367
H -3.18596 -0.83326 1.21823 0.322
H -5.42268 -1.84539 1.48609 0.548
H -5.53695 -4.27469 2.13540 0.426
H -3.43946 -5.50673 2.46464 0.437
H 0.87246 -1.94803 3.20757 0.333
H -0.44357 -3.02211 3.65000 0.530
H -1.00250 -0.80072 4.62508 0.328
H -1.46494 0.93652 2.90717 0.581
H -1.35891 -0.22616 0.65492 0.780
H 0.88864 0.98876 1.48748 0.544
H 1.55134 -0.60440 1.43237 0.301
C 3.40817 -0.19997 -5.59358 -1.157
C 2.24658 -1.13172 -5.35348 0.894
O 2.18872 -2.21945 -5.87823 -0.596
C 1.15923 -0.64163 -4.42849 -0.636
H 4.11561 -0.66749 -6.27359 0.315
H 3.05368 0.73270 -6.03479 0.333
H 3.90895 0.02354 -4.64949 0.335
H 0.71686 0.27658 -4.81762 0.354
H 1.57473 -0.44024 -3.44027 -0.176
H 0.38610 -1.40247 -4.34327 0.297
C 3.24735 4.17084 3.13485 -1.125
C 3.40888 2.85804 2.42312 0.842
O 2.51853 2.02870 2.38950 -0.527
C 4.73330 2.61358 1.74403 -1.093
H 2.25704 4.23178 3.57920 0.246
H 3.99775 4.25903 3.92170 0.375
H 3.37303 4.99688 2.43767 0.315
H 5.53972 2.64698 2.47726 0.388
H 4.90798 3.38007 0.98808 0.330
H 4.72443 1.63598 1.26799 0.205
C -4.97805 0.75406 4.99172 -1.067
C -5.93564 -0.32224 4.53105 0.903
O -6.20228 -0.46821 3.36105 -0.537
C -6.54111 -1.19616 5.59900 -1.161
H -4.61806 1.31272 4.12920 0.244
H -5.48152 1.43965 5.67342 0.400
H -4.13305 0.30139 5.51594 0.243
H -7.10703 -0.58724 6.30519 0.367
H -5.75568 -1.72392 6.14295 0.313
H -7.20776 -1.92175 5.14030 0.310
C -0.10639 7.31608 2.80055 -1.135
C 1.22634 7.42785 2.09989 0.887
O 2.25427 7.08884 2.64019 -0.557
C 1.21465 7.98560 0.69837 -1.138
H 0.03932 6.90535 3.79706 0.289
H -0.56897 8.30015 2.88388 0.367
H -0.77231 6.66308 2.23379 0.311
H 0.80270 8.99548 0.70158 0.349
H 0.59999 7.35885 0.05012 0.320
H 2.22952 8.01615 0.30970 0.304
C 0.72232 -1.81532 -11.39164 -1.111
C 1.42173 -1.52542 -10.08447 0.825
O 2.13907 -0.56061 -9.95280 -0.555
C 1.18372 -2.49034 -8.94894 -0.695
H 0.97644 -1.04849 -12.11948 0.310
H 1.03272 -2.78899 -11.77335 0.309
H -0.35850 -1.82510 -11.24299 0.305
H 1.51051 -3.49215 -9.23210 0.324
H 0.12074 -2.51929 -8.70208 0.332
H 1.74378 -2.16730 -8.07743 -0.033
```

Results
**M**: 616.6 g/mol
**E_LUMO**: -0.1473 hartree
**Charge**: +1
**Calculated total energy**: -118200.18179 eV

---

[2]
Entry from the Open Molecules 2025 dataset: a structure of composition C29H48BrNOP2V (wB97M-V/def2-TZVPD).

```
83
Properties=species:S:1:pos:R:3:mulliken_charge:R:1
C -3.61851 0.01231 -1.93696 -0.320
C -2.53615 0.93151 -1.86491 0.226
C -2.88834 2.30668 -1.77935 -0.114
C -4.23724 2.66743 -1.74356 -0.606
N -5.26159 1.79456 -1.78832 -0.385
C -4.92863 0.49319 -1.89628 -0.427
C -1.18121 0.50369 -1.82250 0.530
C 0.02029 0.19014 -2.13355 -0.922
C 1.01434 0.00570 -3.15934 1.772
C 2.33966 -0.35103 -2.81871 -0.032
C 3.32169 -0.53386 -3.79714 -0.972
C 2.97820 -0.35920 -5.14539 -0.274
C 1.67035 -0.00461 -5.51938 -0.643
C 0.69973 0.17563 -4.53148 -0.845
V 0.00000 0.00000 0.00000 -0.491
P -1.56829 0.24739 1.72748 1.110
H -2.10397 3.06878 -1.73405 0.610
H -3.41795 -1.06103 -2.00850 0.553
H -4.51163 3.72963 -1.66891 0.439
H -5.76736 -0.21588 -1.94747 0.452
H -0.32107 0.45153 -4.81365 0.553
H 2.57458 -0.48025 -1.75803 0.665
H 1.42020 0.12739 -6.57587 0.506
H 4.34309 -0.80931 -3.51972 0.536
C -0.97457 -0.05126 3.48202 -0.493
C -1.71117 0.60529 4.65661 -1.304
H 0.08342 0.26845 3.47399 0.562
H -0.94657 -1.15110 3.60001 0.556
H -1.20813 0.36012 5.60991 0.432
H -1.71618 1.70477 4.56120 0.321
H -2.75711 0.26830 4.73378 0.292
C -2.31613 1.96573 1.75637 -0.085
C -3.75964 2.17629 2.22847 -1.470
H -2.22474 2.30734 0.71069 0.168
H -1.61331 2.58528 2.34247 0.541
H -4.03556 3.24113 2.12069 0.420
H -4.46953 1.59691 1.61485 0.338
H -3.90452 1.89853 3.28543 0.312
C -3.03049 -0.89910 1.50559 -0.151
C -3.93957 -1.24462 2.69138 -1.331
H -2.59063 -1.82254 1.09275 0.497
H -3.60818 -0.45409 0.67468 0.082
H -4.72628 -1.95115 2.36965 0.426
H -3.37417 -1.73246 3.50460 0.352
H -4.44134 -0.35784 3.10918 0.296
Br 4.30543 -0.60724 -6.49478 0.048
P 1.63049 1.71505 0.38560 1.424
C 1.27513 2.86355 1.82957 -0.675
C 2.38824 3.71174 2.45883 -1.475
H 0.84165 2.20227 2.60134 0.399
H 0.44076 3.50272 1.48489 0.587
H 1.98938 4.28856 3.31369 0.422
H 3.20550 3.07853 2.84513 0.374
H 2.82257 4.42979 1.74569 0.296
C 3.40767 1.17255 0.68343 -0.637
C 4.57706 2.09167 0.30747 -1.404
H 3.50207 0.22266 0.12899 0.389
H 3.44814 0.88761 1.75237 0.644
H 5.53995 1.58667 0.50912 0.436
H 4.55650 2.33983 -0.76774 0.336
H 4.57114 3.03610 0.87427 0.298
C 1.73354 2.85106 -1.10371 -0.453
C 2.17976 4.30961 -0.94858 -1.381
H 0.71619 2.81461 -1.53413 0.353
H 2.37038 2.31821 -1.83382 0.268
H 2.12457 4.82685 -1.92407 0.430
H 1.52620 4.86052 -0.24992 0.354
H 3.21624 4.39698 -0.58459 0.305
C 1.97067 -3.14087 1.94688 -1.289
C 1.81999 -1.98035 0.96618 -0.076
O 0.47710 -1.84422 0.56310 -0.445
C -0.04302 -2.80651 -0.35011 -0.228
C 0.92171 -3.40051 -1.38645 -1.196
H 1.29134 -2.99094 2.81356 0.291
H 3.01675 -3.18968 2.31441 0.458
H 1.71988 -4.10620 1.46204 0.353
H 2.08527 -1.06923 1.53441 0.066
H 2.52280 -2.05764 0.11149 0.305
H -0.50871 -3.62979 0.23090 0.485
H -0.86614 -2.31683 -0.91195 0.117
H 1.73097 -3.98465 -0.90366 0.353
H 0.36138 -4.09290 -2.04925 0.453
H 1.36098 -2.60981 -2.01448 0.334
```

Results
**M**: 619.5 g/mol
**E_LUMO (spin up / spin down)**: -0.5784 / -0.5833 hartree
**Multiplicity**: 2
**Charge**: +4
**Expectation value of S²**: 0.861
**Calculated total energy**: -148650.53191 eV